38
Properties=species:S:1:pos:R:3 method="wB97M-V/def2-TZVPD" total_charge=-1 homo_lumo_gap_ev=7.0039 energy_ha=-3805.5352
Y 0.158 -0.235 -0.227
S -3.233 -2.523 1.626
Sb -1.029 -2.511 2.028
S -0.083 -0.372 2.424
S 0.125 -2.944 -0.173
S 0.014 -4.042 3.351
N -3.356 0.577 -2.688
C -1.982 1.201 -2.641
C -1.843 2.262 -3.702
P -0.957 -0.376 -3.023
O -1.580 -1.341 -1.950
O -1.294 -0.627 -4.439
O 0.456 -0.086 -2.527
P -1.764 1.796 -0.925
O -2.804 3.018 -0.851
O -2.176 0.653 -0.041
O -0.316 2.149 -0.716
H -3.427 0.065 -3.576
H -4.109 1.258 -2.592
H -3.371 -0.111 -1.913
H -1.908 1.812 -4.695
H -0.858 2.717 -3.597
H -2.592 3.052 -3.592
H -0.878 -2.389 -1.154
H -3.123 3.142 0.050
C 3.653 1.320 2.778
N 3.433 -0.103 2.778
C 3.331 -0.912 3.893
C 2.932 -2.129 3.471
N 2.815 -2.054 2.106
C 3.078 -0.801 1.686
S 3.013 -0.189 0.092
H 4.048 1.611 3.749
H 2.711 1.838 2.592
H 4.362 1.582 1.995
H 3.519 -0.534 4.881
H 2.655 -3.018 4.007
H 2.382 -2.755 1.518